Here is C14H22Be2Br2ClF6N6O4P as an isolated structure from the OMol25 dataset. Energies are from ωB97M-V with the def2-TZVPD basis set.

Values from the calculation:
Relative energy (zero: lowest compared OMol25 entry of this formula, charge and spin) in eV: 0.0000
Lowest unoccupied orbital energy in eV: -6.31
E in eV: -210996.9795
Charge: 0
Maximum force in eV Å⁻¹: 4.12
Highest occupied orbital energy in Eh: -0.277
HOMO-LUMO gap in eV: 1.2161

Element x y z (Å)
O  0.629135  -2.381401  1.185986
N  1.132922  -1.716537  0.370826
O  0.578822  -0.415627  0.343864
C  -0.138813  -0.319201  -0.912329
C  -1.629403  -0.513885  -0.596160
C  -2.179135  -0.119168  0.675242
C  -3.528528  -0.359656  0.889761
C  -4.347300  -0.966434  -0.073232
N  -5.674853  -1.159604  0.236991
C  -6.354401  -1.726235  -0.715724
C  -5.764221  -2.113784  -1.976165
N  -4.499181  -1.936893  -2.328914
C  -3.807162  -1.334265  -1.329543
C  -2.418560  -1.081762  -1.544425
H  0.067071  0.636336  -1.404837
H  0.161052  -1.178037  -1.531859
H  -1.564428  0.307608  1.432869
H  -3.930161  -0.079155  1.864265
H  -7.420140  -1.899121  -0.545185
H  -6.424993  -2.583024  -2.716327
H  -1.974300  -1.358849  -2.501479
Be  -5.671303  -4.365146  -1.530405
Cl  -1.743280  2.256035  0.859096
Br  -0.704475  3.299682  2.854146
C  3.264816  -5.299069  3.428244
O  4.143684  -6.142560  3.258682
N  2.961020  -4.803807  4.660071
N  2.542749  -4.783887  2.398667
H  2.253126  -4.112165  4.822392
H  3.481454  -5.162551  5.440590
H  2.743376  -5.130310  1.465288
H  1.829053  -4.085682  2.512415
Be  5.156063  -3.939657  2.348119
F  3.368679  -7.249990  -3.054401
P  2.686453  -6.519309  -1.757724
F  1.184233  -5.847077  -1.810420
F  2.920340  -5.516567  -0.447329
F  3.740268  -7.384174  -0.851767
F  1.715844  -7.840136  -1.675806
F  3.163281  -5.220321  -2.639758
C  2.471263  6.349903  -0.795857
C  1.376457  5.331368  -0.979870
C  -0.027959  5.971335  -1.163007
O  -0.604354  6.454539  0.021585
C  -0.147331  7.730423  0.427056
N  1.407895  4.394994  0.132147
H  2.502517  6.774108  0.209339
H  3.512693  5.848694  -0.964372
H  2.384877  7.167961  -1.512938
H  1.599657  4.776198  -1.895644
H  -0.701505  5.190919  -1.524634
H  -0.013846  6.751792  -1.933937
H  0.065036  8.379585  -0.427076
H  0.740004  7.635967  1.061650
H  -0.931294  8.191432  1.026603
H  0.740547  3.647706  -0.042211
H  1.028682  4.868461  0.949431
Br  4.647857  4.679998  -1.691997

Force components x, y, z for each atom (eV/Å):
0.3 0.4 0.3
0.0 -0.9 -0.1
-0.3 0.6 -0.3
-0.7 -0.6 0.7
0.5 0.5 0.4
-0.9 -1.9 -1.3
0.9 0.4 0.7
-0.4 0.1 0.2
0.2 -0.2 -0.7
0.0 0.3 -0.1
-0.3 -0.4 -0.5
-1.3 0.7 1.1
1.6 0.2 -0.1
-0.3 -0.1 -0.3
0.1 -0.2 0.2
0.1 0.5 -0.2
0.2 -1.2 0.3
-0.3 -0.2 -0.4
0.3 -0.1 -0.1
0.1 0.5 0.1
-0.3 -0.1 0.2
0.1 -0.8 0.3
1.3 3.3 2.1
-1.0 -0.8 -2.1
-1.0 -0.1 0.4
0.7 0.7 -0.2
0.2 -0.1 0.1
0.8 0.3 -0.4
-0.1 -0.1 0.0
0.0 0.0 0.0
-0.3 -0.2 -0.3
-0.1 -0.1 0.0
-0.4 -0.7 0.0
-0.6 -0.6 -0.2
-0.3 -0.8 -0.8
0.1 0.9 -0.6
-0.7 0.8 1.0
0.7 -0.1 -0.5
0.4 -0.6 0.8
0.5 0.6 0.7
-1.4 0.9 -0.1
0.6 -0.4 0.4
-0.3 0.2 -0.2
0.1 0.1 -0.2
-0.1 -0.1 0.2
-0.5 0.1 -0.2
0.4 -0.2 0.1
0.1 -0.1 0.1
0.3 -0.1 -0.1
-0.2 0.1 -0.1
0.1 -0.1 0.1
0.2 0.0 0.0
0.0 0.0 0.0
0.1 0.1 -0.1
0.0 -0.1 0.0
0.2 -0.1 0.0
0.2 -0.1 0.1
0.3 -0.2 0.0